[1]
Computed, not measured: 2 unconnected molecules or ions with the total composition C4H7Cl2N3S at a distorted geometry, with wB97M-V/def2-TZVPD.

Last column: Mulliken charge in e.
Atoms and positions in Å:
C 0.6380 -1.1571 -1.3568  0.035
C 2.2880 -0.4219 0.2243  0.485
C -0.0548 -0.3014 0.6052  0.154
C -2.8492 0.1649 0.7373  -0.703
N -0.3222 -0.7585 -0.5845  -0.130
N 1.9460 -1.1092 -0.9242  -0.083
N 1.3078 0.0427 0.9974  0.023
S -1.3239 -0.0835 1.6924  0.052
Cl 3.8960 -0.0353 0.5325  0.033
Cl 0.1079 2.3472 -0.5708  -0.215
H 0.4029 -1.5758 -2.3841  0.431
H -3.6217 -0.6876 1.0771  0.376
H -2.4844 0.1174 -0.2919  0.302
H -3.3453 1.1330 1.1445  0.352
H -0.7594 3.1637 -1.2718  0.339
H 2.7910 -1.3700 -1.4990  0.322
H 1.3836 0.5313 1.8724  0.223

Cartesian forces (eV/Å) of the 6 atoms listed first:
-0.41 -0.43 -0.72
-0.05 0.40 -0.54
-0.19 0.99 1.89
-1.92 -0.96 1.46
0.61 -0.91 -2.15
1.86 0.82 0.68

For the LUMO energy, the calculation gives -9.88 eV. The calculation puts the energy above the lowest of the compared OMol25 structures with the same formula, charge and spin at 0.000 eV. For the highest occupied orbital energy, the calculation gives -18.133 eV. The value obtained for the max |F| is 0.0636 hartree/bohr. The total charge is +2.

***

[2]
Computed, not measured: a molecular structure, C19H19N7O4OsP, with wB97M-V/def2-TZVPD.

Last column: Mulliken charge in e.
Atoms and positions in Å:
Os 0.0297 0.8780 -1.2217  1.282
O 0.7462 -4.8653 -2.7671  -0.487
C 1.9300 -4.2558 -2.6836  0.473
O 2.9641 -4.8436 -2.6290  -0.473
C 1.9424 -2.7531 -2.6011  0.725
C 3.1288 -2.0387 -2.6962  -0.649
N 2.8379 -0.7504 -2.4697  -0.155
N 1.5316 -0.5645 -2.2396  -0.406
C 0.9853 -1.7779 -2.3277  -0.169
C -0.4659 -1.8568 -2.0914  1.001
O -1.1545 -2.8285 -2.1408  -0.588
O -0.9915 -0.6427 -1.6954  -0.587
H 0.0044 -4.2399 -2.8353  0.366
H 4.1263 -2.3881 -2.9123  0.552
H 3.4690 0.0364 -2.5436  0.223
C 1.7344 -0.4261 1.4881  -1.313
P 0.0673 0.0727 1.0288  0.976
C -0.9872 -1.4184 1.0330  0.099
C -2.3798 -1.3047 0.6586  -0.032
C -3.2425 -2.4226 0.6193  -0.759
C -2.7465 -3.6582 0.9238  -0.508
C -1.3754 -3.7871 1.2874  -0.671
C -0.4984 -2.6508 1.3304  -0.401
C -0.5759 1.2396 2.2076  1.016
C 0.0808 2.4666 2.3472  -0.407
C -0.3485 3.3725 3.3002  -0.776
C -1.4342 3.0633 4.1127  -0.552
C -2.0864 1.8462 3.9824  -0.786
C -1.6573 0.9276 3.0363  -0.320
H 1.7336 -0.8017 2.5145  0.521
H 2.3736 0.4568 1.4567  0.421
H 2.1290 -1.1767 0.8035  0.459
H -2.7785 -0.3312 0.3967  0.531
H -4.2785 -2.2924 0.3369  0.500
H -3.3753 -4.5389 0.8934  0.516
H -0.9871 -4.7661 1.5445  0.514
H 0.5318 -2.8081 1.6183  0.511
H 0.9397 2.7098 1.7319  0.205
H 0.1652 4.3161 3.4224  0.440
H -1.7651 3.7726 4.8597  0.439
H -2.9215 1.6069 4.6262  0.450
H -2.1561 -0.0322 2.9791  0.390
N -0.4878 5.3406 -3.0391  -0.515
N 0.2105 4.4956 -2.2939  1.074
N 1.3518 4.8621 -1.7362  -0.773
C 1.7036 3.7808 -1.0641  -0.274
N 0.7980 2.8091 -1.2081  0.155
N -0.1736 3.2976 -2.0125  -0.341
H -0.0138 6.2045 -3.2618  0.322
H -1.2393 4.9528 -3.5881  0.284
H 2.6061 3.7124 -0.4812  0.492

Cartesian forces (eV/Å) of the 6 atoms listed first:
0.25 -0.37 0.54
0.06 0.22 0.00
-0.22 -0.22 -0.01
0.03 0.06 -0.01
0.32 -0.04 -0.06
-0.15 0.00 0.02

For the LUMO energy (spin up / spin down), the calculation gives -10.50 / -13.40 eV. The spin multiplicity is 5. The calculation puts the energy above the lowest of the compared OMol25 structures with the same formula, charge and spin at 0.845 eV. For the highest occupied orbital energy (spin up / spin down), the calculation gives -17.827 / -17.989 eV. The value obtained for the max |F| is 0.0137 hartree/bohr. The total charge is +3.

***

> Among the records above, which one has the highest energy above the lowest of the compared OMol25 structures with the same formula, charge and spin?

C19H19N7O4OsP

***

> What is the total charge in the second record?

+3